A gas-phase ion, C8H5BrF2N3 (charge +1) in a non-equilibrium geometry. Source: OMol25; level of theory: the ωB97M-V functional and the def2-TZVPD basis.

Summary:
HOMO-LUMO gap	7.8990	eV
structure (SMILES)	Fc1cc(F)cc(-c2[nH+]cnn2Br)c1
total charge	+1

```
19
Properties=species:S:1:pos:R:3:forces:R:3:mulliken_charge:R:1
F -0.685 3.470 1.041 0.2 1.2 0.9 -0.279
C -0.957 2.284 0.570 -0.1 1.0 -0.4 0.272
C -2.162 2.068 -0.002 -3.3 -0.5 -0.9 -0.444
C -2.362 0.811 -0.578 0.4 2.2 0.7 0.405
F -3.544 0.552 -1.036 -1.5 -0.5 -0.7 -0.283
C -1.381 -0.102 -0.699 1.0 1.9 1.3 -1.154
C -0.161 0.149 -0.133 1.7 1.2 1.4 0.972
C 0.887 -0.862 -0.092 4.5 2.0 1.2 0.329
N 0.786 -2.164 -0.053 -0.7 2.3 -0.9 -0.006
C 1.978 -2.771 0.161 2.2 -2.7 0.1 -0.098
N 2.976 -1.931 0.325 0.1 -1.1 -0.4 -0.491
N 2.600 -0.704 0.235 -5.9 0.4 -1.0 0.213
Br 3.733 0.809 -0.038 -1.0 -1.4 0.3 0.195
C 0.037 1.371 0.560 2.7 -1.7 0.0 -0.626
H -3.100 2.723 -0.023 1.9 -0.5 0.3 0.393
H -1.639 -0.991 -1.031 -1.0 -4.2 -2.1 0.569
H -0.132 -2.421 -0.418 0.4 -1.4 0.5 0.259
H 2.127 -3.905 0.119 -0.3 2.1 0.3 0.383
H 0.998 1.615 1.091 -1.1 -0.3 -0.8 0.392
```
Positions in Å, forces in eV/Å.


A molecular structure, C7H9NNiO4 in a non-equilibrium geometry. Source: OMol25; level of theory: the ωB97M-V functional and the def2-TZVPD basis.

Summary:
multiplicity	3
HOMO-LUMO gap (spin up / spin down)	8.6588 / 6.7518	eV
total charge	+2

```
22
Properties=species:S:1:pos:R:3:forces:R:3:mulliken_charge:R:1
O 0.501 2.960 -4.333 -0.1 -1.9 0.6 -0.043
C 0.430 1.925 -3.883 -0.1 3.2 -1.0 0.219
Ni 0.361 0.449 -2.001 0.0 2.4 0.0 0.453
C 2.002 0.326 -2.799 7.3 -3.8 -1.3 0.500
C -1.280 0.192 -2.789 -6.9 -4.1 -1.2 0.505
O 3.048 -0.092 -3.053 -4.5 2.3 0.7 -0.051
O -2.302 -0.325 -2.941 4.3 2.7 0.3 -0.047
C -0.433 -0.482 2.924 -0.9 1.5 0.6 -0.865
N -0.061 -0.782 1.551 -0.2 1.0 -0.5 0.093
C 0.514 -2.095 1.250 0.2 -0.7 0.9 -0.717
C -0.157 0.065 0.550 0.1 -1.7 2.2 1.112
C -0.714 1.437 0.635 0.3 0.1 0.2 -1.210
O 0.290 -0.493 -0.520 0.1 0.3 -1.1 -0.984
H -0.204 -1.340 3.530 0.0 -0.1 0.3 0.257
H -1.528 -0.249 2.998 0.9 -0.3 -0.1 0.376
H 0.127 0.409 3.301 -0.3 -0.8 -0.3 0.381
H -0.088 -2.632 0.521 0.0 0.0 0.0 0.296
H 1.536 -2.003 0.879 -0.1 0.0 0.1 0.316
H 0.520 -2.643 2.195 0.1 0.0 -0.4 0.301
H 0.043 2.180 0.340 -0.1 -0.2 0.1 0.354
H -1.583 1.545 -0.015 -0.1 -0.1 0.0 0.360
H -1.021 1.649 1.660 0.0 0.2 -0.2 0.395
```
Positions in Å, forces in eV/Å.


A single C5H7N molecule in a non-equilibrium geometry. Source: OMol25; level of theory: the ωB97M-V functional and the def2-TZVPD basis.

Summary:
HOMO-LUMO gap	9.2495	eV
structure (SMILES)	C1=C[C@H]2N[C@H]2C1

```
13
Properties=species:S:1:pos:R:3:forces:R:3:mulliken_charge:R:1
C -0.676 1.252 -0.336 -0.2 -0.3 0.1 -0.344
C -1.424 0.184 -0.030 0.3 0.0 -0.3 -0.478
C -0.556 -0.936 0.496 0.4 -0.5 -0.2 -0.365
N 0.962 -1.694 0.093 -2.1 -0.4 -0.2 -0.657
C 0.804 -0.381 0.578 0.2 0.9 0.2 0.149
C 0.757 0.810 -0.441 0.3 -0.2 0.3 -0.600
H -1.004 2.285 -0.420 -0.1 -0.3 -0.4 0.382
H -2.513 0.196 0.056 0.4 -0.3 0.0 0.364
H -1.025 -1.689 1.109 0.3 0.4 0.6 0.423
H 1.018 -1.821 -0.902 0.2 0.6 -0.5 0.258
H 1.244 -0.158 1.543 0.4 0.0 0.1 0.359
H 1.508 1.592 -0.312 -0.1 -0.1 0.2 0.330
H 0.905 0.360 -1.434 0.1 0.3 0.2 0.178
```
Positions in Å, forces in eV/Å.


A gas-phase ion, C5H11N3O (charge +2) in a non-equilibrium geometry. Source: OMol25; level of theory: the ωB97M-V functional and the def2-TZVPD basis.

Summary:
HOMO-LUMO gap (spin up / spin down)	6.2038 / 8.3086	eV
total charge	+2

```
20
Properties=species:S:1:pos:R:3:forces:R:3:mulliken_charge:R:1
C 0.328 -1.496 0.382 -1.1 -0.1 0.5 0.619
C 0.009 0.695 -0.456 1.4 0.2 -0.7 -0.019
C 1.777 -1.237 0.591 2.1 -0.2 -1.2 -0.351
C -2.263 1.682 -0.236 -1.8 1.0 -2.6 -1.505
C -0.866 1.757 -0.807 0.1 1.8 -2.5 -0.088
N -0.452 -0.484 -0.042 0.3 2.0 -0.9 -0.145
N 3.355 0.292 -0.029 3.2 -2.3 -1.6 -0.370
N -0.318 -2.591 0.669 0.4 1.3 -0.4 -0.244
O 2.191 0.246 0.342 -4.0 -0.8 2.4 0.026
H 2.068 -1.544 1.636 0.0 0.5 -1.1 0.496
H 2.399 -1.754 -0.241 -0.9 0.4 1.6 0.413
H -2.754 2.612 0.036 0.7 0.6 -0.1 0.355
H -2.258 1.155 0.640 -0.1 -1.6 2.4 0.500
H -3.041 1.280 -0.930 0.8 -0.2 0.3 0.363
H -0.409 2.778 -0.760 0.2 -0.7 0.8 0.432
H -0.788 1.877 -2.014 -0.3 -1.0 2.1 0.395
H -1.446 -0.533 -0.143 -1.2 -0.9 0.4 0.289
H 3.673 1.218 -0.221 -0.2 1.6 0.2 0.305
H 0.125 -3.390 1.079 0.1 -0.7 0.2 0.269
H -1.329 -2.563 0.504 0.4 -0.7 0.2 0.261
```
Positions in Å, forces in eV/Å.


no.,E (Ha)
1,-3245.47331
2,-2135.43397
3,-249.35194
4,-435.69855